Record 1
Density functional theory data (ωB97M-V/def2-TZVPD) for 8 unconnected molecules or ions with the total composition C26H49NO21.

Results
Energy above the lowest of the compared OMol25 structures with the same formula, charge and spin ... 68.01 kJ/mol
Electronic energy ... -2654.5628 Eh
SMILES string ... C[C@H]1COC(=O)O1.COC(=O)OC.COC(=O)OC.COC(=O)OC.COC(=O)OC.COC(=O)OC.COC(=O)OC.CCCC#N

The geometry in XYZ format:
```
97
Properties=species:S:1:pos:R:3:forces:R:3
C -0.75038 -0.76707 4.72839 0.8 0.1 0.9
C 0.48362 -0.04607 4.20539 0.3 -0.2 -1.3
C 1.06662 0.91293 5.27139 -0.1 0.7 -1.8
O 2.45362 0.55593 5.28339 -0.1 0.3 0.3
C 2.71262 -0.59107 4.60739 1.3 -1.5 0.7
O 3.77462 -1.20607 4.72639 -3.4 1.8 -1.0
O 1.57662 -0.97307 3.90039 1.0 0.4 1.3
H -1.58238 -0.06307 4.67139 -0.1 0.0 0.5
H -0.49638 -1.10407 5.76339 -0.6 0.5 -0.6
H -1.06238 -1.65307 4.21239 0.2 -0.3 -0.6
H 0.34462 0.45493 3.19739 -0.3 -0.3 1.3
H 0.59262 0.87093 6.24439 0.2 -0.7 0.4
H 0.87962 1.96693 4.94939 0.8 -0.7 0.0
C 1.99362 3.10893 1.70739 -0.6 1.1 -1.4
O 3.01362 2.67893 2.55739 3.1 -0.1 0.9
C 4.26262 3.20493 2.42139 1.2 5.7 -4.0
O 4.64662 4.18993 1.49139 -2.5 -6.3 5.3
O 5.05362 2.79593 3.40539 -2.0 -0.8 -0.4
C 6.41462 3.10093 3.45639 1.7 0.4 -0.1
H 1.21862 2.34793 1.63439 0.2 -0.1 0.4
H 2.38662 3.23593 0.70339 0.0 0.1 -0.1
H 1.57562 4.06793 2.04639 0.1 -0.4 0.0
H 6.91462 2.87693 2.51139 -0.2 0.2 0.0
H 6.92762 2.51293 4.23639 -0.8 -0.2 -0.3
H 6.58662 4.13493 3.74439 -0.2 0.2 -0.3
C -5.49538 -0.47507 2.42139 -1.8 -0.1 0.1
O -4.10038 -0.27007 2.50439 3.4 -0.5 0.2
C -3.21638 -1.27407 2.19139 -3.1 -6.7 -3.1
O -3.71438 -2.53307 1.88139 3.3 7.4 2.2
O -1.90538 -0.91307 1.99239 -3.5 0.8 1.8
C -0.93138 -1.78907 1.43739 -1.1 -1.2 -2.0
H -6.02238 0.49793 2.63239 1.0 -0.7 -0.5
H -5.95738 -1.16707 3.15739 1.0 0.0 -0.4
H -5.73138 -0.82207 1.41639 -0.2 0.0 0.1
H -1.39138 -2.70907 1.00539 0.0 0.9 0.2
H -0.17638 -2.14707 2.08539 0.6 0.2 1.4
H -0.48338 -1.16507 0.67339 0.3 -0.2 -0.3
C -3.65538 -1.66107 -1.27461 1.7 0.3 -2.0
O -4.64238 -2.36707 -2.05761 -0.1 -2.1 -1.1
C -4.18438 -3.12307 -3.06261 7.9 1.4 -1.4
O -2.81938 -3.12907 -3.36261 -7.7 -0.4 1.6
O -5.09438 -3.70607 -3.81061 -0.8 0.9 1.6
C -4.69038 -4.47607 -4.89961 3.2 -1.1 -0.7
H -4.26238 -1.20807 -0.53061 0.0 0.4 0.8
H -3.21038 -0.93107 -1.99761 -0.3 -0.2 0.9
H -2.76638 -2.25007 -0.91061 -1.5 0.1 -0.2
H -5.49138 -4.94007 -5.40861 -1.3 0.1 -0.2
H -4.02938 -5.31807 -4.59261 -0.4 0.5 0.3
H -4.03738 -3.92607 -5.59961 -0.6 0.2 0.3
C 3.58162 2.05793 -2.25861 0.1 -1.3 0.4
O 4.35562 2.28093 -3.41061 2.4 -0.9 -4.4
C 4.81162 1.20393 -4.17261 -2.0 -6.6 4.2
O 4.53462 -0.10507 -3.72461 1.5 7.7 -2.9
O 5.58862 1.39693 -5.26561 -2.3 2.0 2.3
C 5.77662 0.31593 -6.12361 0.7 -3.5 0.0
H 2.82262 1.33293 -2.44261 -0.4 -0.6 0.0
H 3.14262 2.93393 -1.86061 -0.4 1.4 -0.5
H 4.24162 1.75593 -1.48861 0.6 -0.9 0.9
H 6.41562 0.62393 -6.93561 0.1 0.4 0.0
H 4.89962 -0.21407 -6.56861 0.0 1.2 0.6
H 6.28662 -0.53407 -5.57061 -0.3 1.1 -0.5
C -0.90238 -4.40407 -6.20061 -0.4 -0.7 0.1
O 0.40362 -4.51307 -5.64061 1.6 1.7 0.8
C 1.08762 -3.36207 -5.68061 -0.3 4.8 -5.0
O 0.66262 -2.27607 -6.43361 2.3 -5.8 4.9
O 2.34262 -3.46907 -5.17561 -2.2 -1.7 -0.1
C 3.21162 -2.36007 -5.15961 0.6 1.1 0.2
H -1.31038 -5.40907 -6.04661 -0.1 0.3 -0.1
H -0.82538 -4.16807 -7.25461 -0.1 0.1 -0.1
H -1.47238 -3.66407 -5.64961 -0.2 0.1 -0.1
H 3.51962 -2.07607 -6.14761 -0.3 0.1 -0.8
H 4.18662 -2.50407 -4.63461 -1.3 -0.7 0.1
H 2.67062 -1.55607 -4.70061 0.2 0.7 0.2
C 0.46062 -0.38507 -3.18461 -0.2 0.9 -0.2
O -0.68838 0.02593 -2.38961 -1.9 1.2 2.5
C -0.59238 0.84093 -1.27761 9.2 1.5 -0.2
O 0.72862 1.31993 -0.86661 -8.0 -2.8 -2.1
O -1.69738 1.17593 -0.68061 -0.7 -0.8 -0.6
C -1.70938 1.91593 0.54239 0.4 2.6 0.9
H 0.23262 -1.11107 -4.00161 -0.6 0.6 1.1
H 1.21762 -0.72807 -2.53561 0.8 -0.7 0.8
H 0.82462 0.52393 -3.61861 0.4 0.4 -0.5
H -1.28938 2.97293 0.44739 -0.4 -1.5 -0.4
H -1.14438 1.46893 1.33239 0.7 -0.7 0.1
H -2.71438 2.04993 1.00639 0.3 -0.6 -1.3
C -4.44138 1.89093 4.90639 0.1 -0.6 0.3
C -3.26838 2.46093 4.13239 -0.6 1.1 0.4
C -2.27638 3.14293 5.05439 0.2 -0.4 1.4
C -1.19138 3.73093 4.29539 -0.5 0.1 0.6
N -0.32138 4.15793 3.69439 0.7 0.4 -0.6
H -5.23638 1.41793 4.33939 0.5 -0.5 -0.3
H -4.99538 2.58293 5.46439 -0.6 1.9 0.6
H -4.10238 1.27093 5.74339 0.2 -0.6 -0.5
H -3.52138 3.25593 3.40939 -0.4 -0.7 -0.1
H -2.73638 1.66793 3.66339 0.3 -0.6 -0.8
H -1.81638 2.40693 5.72639 0.0 -0.1 -0.1
H -2.73138 3.84493 5.77539 0.1 0.1 -0.7
```
Positions in Å, forces in eV/Å.

Record 2
Density functional theory data (ωB97M-V/def2-TZVPD) for 2 unconnected molecules or ions with the total composition C8H16N2O3S.

Results
Energy above the lowest of the compared OMol25 structures with the same formula, charge and spin ... 374.59 kJ/mol
Electronic energy ... -1047.7561 Eh
SMILES string ... NC(=O)C1=CCOCC1.CCNSO

The geometry in XYZ format:
```
30
Properties=species:S:1:pos:R:3:forces:R:3
N 0.81950 1.94090 1.81930 0.7 3.4 -0.7
C 1.57843 1.64898 0.70905 -0.8 -0.5 0.1
O 2.21105 2.43351 0.03543 -0.2 1.0 0.4
C 1.53361 0.25189 0.31373 -0.8 -2.1 3.5
C 1.36941 -0.67563 1.31775 -0.1 0.2 -4.5
C 1.36276 -2.08444 0.82222 0.2 -2.9 1.6
O 1.10982 -2.28492 -0.56707 -0.7 -0.5 1.8
C 2.01252 -1.56258 -1.32094 1.6 -0.2 -0.5
C 1.71179 -0.03638 -1.11382 4.5 -2.1 0.5
H 0.25763 1.33040 2.37150 -0.2 -0.3 -0.3
H 0.68130 2.97323 1.88835 0.1 -1.5 0.5
H 1.10903 -0.48189 2.32095 0.3 0.3 1.0
H 2.35048 -2.57774 1.10381 -0.6 0.6 -0.6
H 0.68349 -2.79929 1.39390 0.2 1.3 -0.8
H 1.95920 -2.02157 -2.32008 -0.4 1.0 -0.1
H 3.09925 -1.91235 -1.04767 -1.6 1.2 0.1
H 2.69980 0.46227 -1.29004 -1.0 0.1 -0.7
H 0.93111 0.34960 -1.67469 -1.3 0.7 -1.4
C -2.41804 2.22959 -0.40449 -1.8 -1.7 1.8
C -1.93691 0.78983 -0.76457 0.8 2.1 -2.5
N -2.82628 -0.23892 -0.36123 3.0 -1.3 1.8
S -2.26037 -1.24560 0.87479 -0.6 -0.7 -1.8
O -2.18629 -2.69319 0.01703 1.0 -0.2 -0.5
H -1.81423 3.06271 -0.75961 -0.1 -0.2 -0.1
H -3.53491 2.28011 -0.74773 2.0 0.3 0.5
H -2.43387 2.18337 0.72063 -0.1 0.8 -0.8
H -2.00413 0.84128 -1.86461 0.7 -0.4 0.0
H -0.88405 0.57028 -0.46438 -1.1 0.2 -0.1
H -3.73971 0.04882 -0.34430 -2.8 0.4 0.3
H -1.44138 -2.78229 -0.66320 -1.0 0.8 1.6
```
Positions in Å, forces in eV/Å.

Record 3
Density functional theory data (ωB97M-V/def2-TZVPD) for C3H3N3O in the gas phase.

Results
Energy above the lowest of the compared OMol25 structures with the same formula, charge and spin ... 281.59 kJ/mol
Electronic energy ... -355.5326 Eh
SMILES string ... [H]/N=c1/nncco1

The geometry in XYZ format:
```
10
Properties=species:S:1:pos:R:3:forces:R:3
H 2.80807 0.49483 0.10159 0.9 1.7 0.2
N 2.35272 -0.37108 0.09933 -0.8 -1.1 -0.7
C 1.12572 -0.26581 -0.11892 -0.3 -0.7 1.2
N 0.37316 -1.51953 -0.11327 0.6 0.8 -0.7
N -0.86355 -1.49789 -0.08743 -0.7 0.9 0.5
C -1.53972 -0.24464 0.05300 0.7 0.0 -0.2
C -0.85573 0.92292 -0.01097 -1.5 -2.3 0.1
O 0.44572 0.97048 -0.18836 2.0 -1.1 -0.4
H -2.60034 -0.37575 0.20866 0.1 0.5 -0.1
H -1.24605 1.88647 0.05636 -1.0 1.3 0.1
```
Positions in Å, forces in eV/Å.

The calculation returns the following Kohn-Sham gap values, one per record and in order: 10.12; 9.29; 9.14 eV.
The calculation returns the following highest occupied orbital energy values, one per record and in order: -9.9; -8.8; -9.6 eV.